Record 1
The following is a quantum chemistry calculation of a structure of composition C45H59N4O2S2Si4Ta in a non-equilibrium geometry, from the OMol25 dataset.

Highest occupied orbital energy (hartree): -0.19299
Kohn-Sham gap (eV): 5.06
E_LUMO (eV): -0.2
Charge: 0

Each line ends with the Mulliken charge.
Positions of all 117 atoms, in Å:
1 Ta 0.4866 1.1661 -0.5500  -0.158
2 S 2.1686 0.9387 4.2544  -0.490
3 C 0.5009 1.1963 4.6145  1.152
4 C -0.0424 1.1954 5.8899  -0.660
5 C -1.4276 1.2419 5.9861  -0.710
6 C -2.2331 1.3359 4.8416  -1.254
7 C -1.6498 1.3408 3.5736  -0.142
8 C -0.2651 1.2514 3.4197  -1.526
9 N 0.4703 1.1012 2.2408  0.548
10 C 1.7657 0.9071 2.5655  0.947
11 C 2.7522 0.7143 1.5436  0.918
12 C 4.1103 0.6602 1.8887  -1.270
13 C 5.0960 0.5104 0.8985  -1.116
14 C 4.7767 0.4374 -0.4261  -1.021
15 C 3.4162 0.5058 -0.8091  -0.418
16 C 2.3929 0.6974 0.1473  1.202
17 H 0.5877 1.1415 6.7924  0.388
18 H -1.8946 1.2021 6.9672  0.382
19 H -3.3238 1.4012 4.9675  0.408
20 H -2.2594 1.3582 2.6633  1.084
21 H 4.4607 0.7716 2.9038  0.405
22 H 6.1420 0.4043 1.1946  0.362
23 H 5.5704 0.3636 -1.1726  0.473
24 H 3.1668 0.4587 -1.8840  0.157
25 C 0.9789 1.2244 -2.7114  -0.710
26 H 0.2022 1.6176 -3.3699  0.299
27 H 1.9177 1.7596 -2.9656  0.323
28 C -3.0548 4.8349 -0.8952  -1.103
29 Si -3.1816 3.4069 0.3697  0.766
30 C -5.0518 3.1775 0.7012  -1.130
31 C -2.3980 3.9970 2.0161  -0.868
32 Si -2.1548 1.3314 -0.4884  0.272
33 Si -3.1511 -0.6670 0.4910  0.096
34 C -4.9211 -0.3809 1.1828  -1.069
35 C -2.1067 -1.4330 1.8974  -0.213
36 C -3.3511 -2.0039 -0.8926  -0.665
37 Si -3.1109 1.2368 -2.7068  0.955
38 C -5.0317 1.1009 -2.6043  -1.168
39 C -2.5747 2.8140 -3.6589  -1.290
40 C -2.5347 -0.3204 -3.6648  -0.581
41 H -3.2223 5.7541 -0.3089  0.448
42 H -3.8545 4.7587 -1.6547  0.249
43 H -2.0779 4.9327 -1.4135  0.247
44 H -5.5257 4.1504 0.9520  0.393
45 H -5.2510 2.4988 1.5578  0.274
46 H -5.5808 2.7603 -0.1692  0.182
47 H -2.6022 5.0969 2.0900  0.528
48 H -1.2971 3.8612 2.1608  -0.017
49 H -2.8764 3.4996 2.8784  0.238
50 H -4.8953 0.2136 2.1401  0.218
51 H -5.2996 -1.4016 1.4431  0.333
52 H -5.6310 0.0840 0.4835  0.310
53 H -2.5114 -1.1484 2.8881  0.465
54 H -1.0282 -1.1391 1.8813  -0.151
55 H -2.0860 -2.5493 1.8228  -0.059
56 H -4.1194 -1.7197 -1.6427  0.357
57 H -3.7183 -2.9140 -0.3783  0.325
58 H -2.4120 -2.2552 -1.4306  -0.001
59 H -5.4894 2.0065 -2.1877  0.274
60 H -5.3581 0.2384 -1.9769  0.206
61 H -5.4138 0.9582 -3.6437  0.451
62 H -3.3718 3.5763 -3.6178  0.345
63 H -2.3860 2.5209 -4.7110  0.491
64 H -1.6424 3.2778 -3.2465  0.118
65 H -3.3670 -1.0445 -3.7911  0.426
66 H -1.7187 -0.8523 -3.1619  -0.372
67 H -2.1942 -0.0122 -4.6822  0.403
68 N 2.5259 4.0881 1.2084  -0.086
69 C 2.2413 3.8202 -0.0784  -0.158
70 S 0.5195 3.4732 -0.5278  -0.375
71 N 3.1398 3.9192 -1.0909  -0.105
72 C 4.5887 3.8864 -1.0312  0.546
73 C 5.2473 3.2916 -2.1214  -0.419
74 C 6.6372 3.3501 -2.2447  -0.706
75 C 7.4073 3.9023 -1.2276  -0.428
76 C 6.7693 4.3651 -0.0742  -0.800
77 C 5.3781 4.4572 -0.0267  -0.304
78 H 1.7467 4.0714 1.8731  0.136
79 H 3.4604 4.1683 1.5526  0.193
80 H 2.7353 3.8414 -2.0275  0.333
81 H 4.6568 2.7757 -2.8893  0.275
82 H 7.0851 2.9505 -3.1618  0.374
83 H 8.4862 3.9465 -1.3067  0.400
84 H 7.3642 4.6395 0.8007  0.405
85 H 4.9181 5.0413 0.7752  0.557
86 C -1.2696 -6.6991 3.0353  -1.300
87 C -0.2405 -6.0737 2.1660  0.941
88 C 1.1194 -6.2811 2.4947  -0.854
89 C 2.1143 -5.7479 1.6888  -1.081
90 C 1.7968 -4.9657 0.5985  -0.264
91 C 0.4675 -4.6846 0.2650  0.156
92 N 0.2112 -3.7817 -0.7613  1.104
93 C 0.8658 -3.7692 -1.9938  0.866
94 C 1.2951 -5.0321 -2.5187  -0.477
95 C 1.8260 -5.1445 -3.7908  -0.687
96 C 1.9187 -3.9907 -4.5821  -0.732
97 C 1.5345 -2.7449 -4.1057  -1.111
98 C 1.0795 -2.5644 -2.7732  -0.077
99 C 0.8706 -1.2013 -2.3165  1.226
100 O 1.2122 -0.2077 -3.1749  -0.476
101 O 0.4458 -0.9689 -1.0852  -0.600
102 C -0.5699 -5.2992 1.0279  0.728
103 C -1.9917 -5.2431 0.5646  -1.540
104 H -0.7349 -7.2074 3.8309  0.424
105 H -1.8626 -7.4440 2.5097  0.303
106 H -1.9659 -5.9413 3.4951  0.247
107 H 1.3746 -6.8937 3.3842  0.266
108 H 3.1480 -5.9421 1.9584  0.385
109 H 2.5797 -4.4989 -0.0142  0.489
110 H -0.5522 -3.1140 -0.6436  -0.768
111 H 1.1618 -5.9255 -1.9106  0.439
112 H 2.1334 -6.1108 -4.1890  0.408
113 H 2.3355 -4.0744 -5.5866  0.385
114 H 1.5905 -1.8998 -4.7795  0.482
115 H -2.0768 -4.7317 -0.4109  0.274
116 H -2.6011 -4.7009 1.2999  0.278
117 H -2.4365 -6.2530 0.4225  0.470


Record 2
The following is a quantum chemistry calculation of a structure of composition C45H61BHgN9O2S3, from the OMol25 dataset.

Relative energy (zero: lowest compared OMol25 entry of this formula, charge and spin) (kcal/mol): 0.0
Highest occupied orbital energy (spin up / spin down) (hartree): -0.20092 / -0.26502
Kohn-Sham gap (spin up / spin down) (eV): 5.72 / 7.38
2S+1: 2
E_LUMO (spin up / spin down) (eV): 0.3 / 0.2
Charge: 0

Each line ends with the Mulliken spin population.
Positions of all 122 atoms, in Å:
1 Hg -0.6773 0.9384 -0.1212  0.023
2 C 5.5053 1.5853 1.0428  0.000
3 C 5.0383 0.1959 0.7602  -0.002
4 C 5.8668 -0.8670 0.8322  0.001
5 C 5.3958 -2.1799 0.5402  -0.001
6 N 4.1667 -2.3751 0.1957  0.010
7 N 3.3294 -1.3232 0.1369  -0.001
8 B 1.9505 -1.8120 -0.2148  -0.006
9 N 0.9063 -1.7113 0.6967  0.033
10 N 1.2122 -1.3148 2.0060  0.033
11 C 0.6916 -2.1821 3.1083  -0.128
12 C -0.4915 -2.9889 2.6883  0.388
13 C -1.0745 -2.8512 1.4552  -0.049
14 C -2.4286 -3.4415 1.1769  0.016
15 C -0.4318 -2.1328 0.4223  0.419
16 S -1.1087 -1.6385 -1.0686  0.151
17 C 1.8174 -2.9972 3.7959  0.024
18 C 1.2767 -3.6220 5.0834  0.002
19 C 2.2768 -4.0997 2.8383  0.033
20 C 3.0282 -2.1184 4.1335  0.001
21 N 1.8500 -2.7816 -1.3521  -0.019
22 N 1.4456 -4.0031 -0.9603  0.031
23 C 1.3086 -4.9179 -1.8604  0.003
24 C 1.6136 -4.6509 -3.2299  -0.010
25 C 2.0422 -3.4320 -3.6236  0.015
26 C 2.3655 -3.0990 -5.0426  -0.001
27 C 2.1356 -2.3983 -2.6187  0.000
28 S 2.5109 -0.7992 -2.9109  0.002
29 C 0.7913 -6.2767 -1.4171  -0.002
30 C 1.8043 -7.3630 -1.7999  0.000
31 C 0.5727 -6.3045 0.0938  -0.008
32 C -0.5465 -6.5334 -2.1262  -0.004
33 C 3.6536 -0.0341 0.3986  0.000
34 S 2.5343 1.2051 0.2761  0.003
35 C 6.3015 -3.3959 0.6428  0.000
36 C 7.5257 -3.1957 -0.2601  0.000
37 C 6.7505 -3.5403 2.1038  0.000
38 C 5.5609 -4.6628 0.2152  0.000
39 H 6.5720 1.5948 1.2702  0.000
40 H 4.9484 2.0087 1.8800  0.000
41 H 5.3048 2.2309 0.1868  0.000
42 H 6.9053 -0.7212 1.1071  0.000
43 H -0.9830 -3.6011 3.4389  -0.040
44 H -2.8049 -3.9761 2.0513  -0.003
45 H -2.3981 -4.1246 0.3245  -0.004
46 H -3.1325 -2.6479 0.9141  0.000
47 H 0.4944 -4.3560 4.8796  -0.007
48 H 0.8687 -2.8607 5.7575  0.001
49 H 2.0807 -4.1358 5.6165  0.001
50 H 1.4522 -4.7707 2.5909  0.008
51 H 3.0798 -4.6870 3.2978  -0.002
52 H 2.6561 -3.6804 1.9015  -0.018
53 H 2.8024 -1.3601 4.8887  0.000
54 H 3.4053 -1.6155 3.2406  -0.001
55 H 3.8281 -2.7450 4.5398  0.000
56 H 1.5000 -5.4418 -3.9625  0.000
57 H 2.4408 -4.0028 -5.6475  0.000
58 H 3.2962 -2.5352 -5.0951  0.000
59 H 1.5917 -2.4512 -5.4609  0.001
60 H 2.7557 -7.2014 -1.2864  0.000
61 H 1.9970 -7.3841 -2.8753  0.000
62 H 1.4227 -8.3458 -1.5118  0.000
63 H 1.5072 -6.1229 0.6279  -0.001
64 H 0.1886 -7.2863 0.3831  0.001
65 H -0.1376 -5.5371 0.4092  0.000
66 H -0.4309 -6.5743 -3.2124  0.000
67 H -1.2629 -5.7429 -1.8897  0.002
68 H -0.9636 -7.4885 -1.7982  0.000
69 H 8.1164 -2.3258 0.0370  0.000
70 H 7.2234 -3.0638 -1.3018  0.000
71 H 8.1752 -4.0723 -0.2008  0.000
72 H 7.3078 -2.6637 2.4453  0.000
73 H 7.4006 -4.4122 2.2094  0.000
74 H 5.8871 -3.6733 2.7610  0.000
75 H 5.2131 -4.5896 -0.8175  0.000
76 H 4.6874 -4.8446 0.8439  0.000
77 H 6.2369 -5.5171 0.2973  0.000
78 O -3.3048 0.6945 0.4816  -0.003
79 C -3.8115 0.6091 1.6534  0.012
80 C -5.2208 0.7902 1.8288  -0.001
81 C -5.8293 0.7710 3.0544  0.000
82 C -5.0774 0.5600 4.2180  0.000
83 C -3.7285 0.3423 4.0894  0.000
84 C -3.0648 0.3322 2.8422  -0.018
85 C -1.6322 0.0358 2.8650  0.022
86 N -0.6878 0.3437 2.0053  0.019
87 C 0.6018 -0.0951 2.5561  0.015
88 C 0.2694 -0.8465 3.8453  0.020
89 N -1.1389 -0.5694 3.9984  0.006
90 H -5.8088 0.9520 0.9304  0.000
91 H -6.9001 0.9306 3.1238  0.000
92 H -5.5429 0.5769 5.1942  0.000
93 H -3.1428 0.2135 4.9906  0.000
94 H 1.2989 0.7366 2.5775  0.001
95 H 0.8246 -0.6002 4.7449  -0.011
96 H -1.7379 -1.2333 4.4597  -0.001
97 O -1.3278 3.6367 1.5004  0.000
98 H -0.4402 3.9661 1.3202  0.001
99 H -1.2189 3.0146 2.2325  0.000
100 C -5.0420 2.5628 -2.3846  0.000
101 N -3.8880 1.9495 -1.6896  -0.005
102 C -3.3370 0.8250 -2.5020  0.036
103 C -2.8686 3.0054 -1.2419  0.001
104 C -1.6495 3.0806 -2.1004  -0.004
105 C -1.5983 3.9392 -3.1964  0.001
106 C -0.4621 3.9905 -3.9914  0.000
107 C 0.6208 3.1819 -3.6755  0.000
108 C 0.5703 2.3311 -2.5766  -0.003
109 C -0.5621 2.2611 -1.7703  0.008
110 H -5.7649 1.7899 -2.6343  0.000
111 H -4.6850 3.0375 -3.2962  0.000
112 H -5.5014 3.3052 -1.7376  0.000
113 H -4.1461 1.5005 -0.7870  0.001
114 H -2.9060 1.2240 -3.4166  0.000
115 H -4.1622 0.1521 -2.7285  0.001
116 H -2.5978 0.2891 -1.9192  0.008
117 H -2.5850 2.7091 -0.2413  0.001
118 H -3.4175 3.9430 -1.1772  0.000
119 H -2.4436 4.5856 -3.4159  0.000
120 H -0.4195 4.6608 -4.8410  0.000
121 H 1.5171 3.2144 -4.2840  0.000
122 H 1.4286 1.7103 -2.3447  0.000


What is the charge in the second record? 0